Record 1
ORCA calculation (ωB97M-V with the def2-TZVPD basis set) on a molecular structure, C29H41KN3OPSSi.

Positions of all 78 atoms, in Å:
K  -0.642  0.773  -0.959
C  -1.783  3.886  0.010
C  -3.144  3.178  0.078
N  -3.094  1.797  -0.353
C  -3.942  0.858  0.332
C  -3.609  0.701  1.825
S  -1.857  0.620  2.306
C  -1.488  2.340  2.766
C  -0.429  3.065  1.939
N  -0.657  3.099  0.505
H  -1.870  4.848  0.538
H  -1.568  4.111  -1.037
H  -3.852  3.780  -0.508
H  -3.522  3.204  1.100
H  -3.085  1.700  -1.368
H  -3.827  -0.109  -0.167
H  -5.018  1.100  0.280
H  -4.062  -0.224  2.185
H  -4.062  1.500  2.414
H  -1.133  2.322  3.797
H  -2.424  2.896  2.779
H  0.534  2.574  2.103
H  -0.347  4.078  2.371
H  0.186  3.424  0.049
O  -1.088  -1.559  -2.475
N  -0.075  -2.011  -1.671
C  0.979  -2.479  -2.193
C  2.109  -2.840  -1.322
C  3.122  -3.603  -1.900
C  4.234  -3.994  -1.174
C  4.341  -3.611  0.152
C  3.345  -2.840  0.734
C  2.215  -2.433  0.023
P  0.951  -1.348  0.825
C  1.744  -0.853  2.396
C  2.859  -0.016  2.297
C  3.438  0.542  3.424
C  2.890  0.299  4.678
C  1.767  -0.505  4.788
C  1.198  -1.081  3.657
C  -0.271  -2.622  1.329
C  0.126  -3.781  1.993
C  -0.803  -4.739  2.371
C  -2.146  -4.553  2.075
C  -2.550  -3.417  1.389
C  -1.616  -2.462  1.015
H  -0.823  -1.559  -3.412
H  1.097  -2.605  -3.271
H  3.029  -3.894  -2.940
H  5.006  -4.588  -1.644
H  5.200  -3.904  0.742
H  3.453  -2.543  1.769
H  3.285  0.199  1.322
H  4.310  1.175  3.322
H  3.332  0.743  5.561
H  1.323  -0.690  5.758
H  0.313  -1.691  3.767
H  1.175  -3.941  2.216
H  -0.477  -5.631  2.889
H  -2.875  -5.299  2.366
H  -3.593  -3.277  1.134
H  -1.948  -1.597  0.455
C  0.542  2.258  -5.854
Si  0.105  2.026  -4.018
C  0.716  3.607  -3.153
C  1.352  0.675  -3.466
C  -1.588  1.672  -3.517
H  1.597  2.505  -6.011
H  -0.063  3.062  -6.282
H  0.320  1.352  -6.425
H  1.607  4.026  -3.628
H  0.977  3.416  -2.105
H  -0.061  4.375  -3.163
H  2.377  1.005  -3.657
H  1.212  -0.253  -4.031
H  1.305  0.409  -2.405
H  -2.054  0.808  -4.009
H  -2.225  2.547  -3.707

Output
Strongest force on any atom = 0.300 eV/A
Relative energy (zero: lowest compared OMol25 entry of this formula, charge and spin) = 0.000 eV


Record 2
ORCA calculation (ωB97M-V with the def2-TZVPD basis set) on a molecular structure, C29H41N5O3PScSi2Te.

Positions of all 83 atoms, in Å:
Sc  0.211  -0.373  -0.261
C  4.443  0.280  -1.153
C  5.118  0.358  0.062
C  4.443  0.070  1.225
C  3.084  -0.270  1.183
N  2.435  -0.316  0.007
C  3.116  -0.070  -1.125
N  2.507  -0.590  2.394
C  1.262  -0.802  2.622
N  0.150  -0.677  1.805
C  -0.961  -1.077  2.513
N  -2.208  -1.123  2.184
C  -2.742  -0.723  0.984
C  -4.142  -0.595  0.946
C  -4.768  -0.200  -0.209
C  -4.003  0.059  -1.348
C  -2.644  -0.091  -1.248
N  -2.019  -0.465  -0.117
C  -0.546  -1.460  3.879
C  -1.279  -1.904  4.963
C  -0.580  -2.158  6.137
C  0.800  -1.969  6.211
C  1.525  -1.520  5.113
C  0.819  -1.271  3.953
H  4.935  0.468  -2.096
H  6.166  0.626  0.093
H  4.924  0.087  2.191
H  2.562  -0.164  -2.053
H  -4.688  -0.814  1.852
H  -5.845  -0.092  -0.236
H  -4.451  0.367  -2.281
H  -2.006  0.096  -2.108
H  -2.349  -2.042  4.889
H  -1.113  -2.508  7.012
H  1.312  -2.176  7.142
H  2.595  -1.370  5.154
C  -2.138  3.795  0.742
Si  -0.476  3.010  1.159
C  0.746  4.402  1.514
C  -0.771  2.191  2.829
C  0.207  1.923  -0.182
Si  0.290  2.627  -1.882
C  -1.159  3.683  -2.449
C  0.300  1.241  -3.198
C  1.867  3.613  -2.171
H  -2.561  4.222  1.655
H  -2.857  3.066  0.356
H  -2.055  4.599  0.012
H  0.400  5.046  2.326
H  0.905  5.029  0.633
H  1.717  3.992  1.805
H  -1.155  2.959  3.507
H  0.143  1.792  3.275
H  -1.514  1.393  2.793
H  1.275  1.872  0.111
H  -2.121  3.220  -2.215
H  -1.095  3.791  -3.536
H  -1.157  4.684  -2.018
H  -0.694  1.124  -3.641
H  0.612  0.239  -2.885
H  0.977  1.508  -4.015
H  1.885  4.506  -1.542
H  1.962  3.933  -3.212
H  2.750  3.019  -1.918
C  1.539  -1.737  -4.922
C  0.544  -2.584  -4.165
O  0.421  -2.137  -2.791
P  0.779  -3.221  -1.616
O  0.281  -2.442  -0.400
Te  2.977  -3.949  -1.747
O  -0.229  -4.429  -1.883
C  -1.649  -4.204  -1.728
C  -2.110  -4.579  -0.338
H  1.653  -2.134  -5.932
H  2.511  -1.780  -4.429
H  1.214  -0.702  -4.997
H  0.871  -3.625  -4.163
H  -0.454  -2.535  -4.603
H  -2.122  -4.828  -2.486
H  -1.881  -3.159  -1.952
H  -1.842  -5.612  -0.116
H  -3.196  -4.481  -0.271
H  -1.653  -3.930  0.408

Output
Strongest force on any atom = 0.511 eV/A
Relative energy (zero: lowest compared OMol25 entry of this formula, charge and spin) = 0.756 eV


Record 3
ORCA calculation (ωB97M-V with the def2-TZVPD basis set) on a molecular structure, C29H42AsBMnN6O8S4.

Positions of all 92 atoms, in Å:
Mn  0.107  0.736  -0.340
C  3.970  -3.107  -2.496
C  4.209  -2.749  -1.023
C  5.375  -3.560  -0.439
C  4.540  -1.263  -0.944
N  3.002  -3.108  -0.275
C  2.492  -4.384  -0.355
C  1.318  -4.398  0.303
N  1.081  -3.149  0.799
B  -0.244  -2.794  1.509
N  0.111  -2.060  2.813
C  0.876  -2.842  3.642
C  1.228  -2.094  4.706
N  0.683  -0.853  4.516
C  -0.032  -0.823  3.352
S  0.164  1.060  1.840
C  0.789  0.212  5.515
C  1.888  -0.119  6.536
C  1.147  1.534  4.836
C  -0.559  0.306  6.235
N  -1.259  -2.148  0.531
C  -2.591  -2.241  0.842
C  -3.320  -1.989  -0.260
N  -2.444  -1.715  -1.284
C  -1.182  -1.809  -0.772
S  0.246  -1.697  -1.691
C  -2.872  -1.425  -2.670
C  -1.865  -0.548  -3.420
C  -3.028  -2.785  -3.369
C  -5.331  -1.073  -2.447
C  2.123  -2.362  0.450
S  2.330  -0.769  0.970
H  4.788  -2.724  -3.101
H  3.041  -2.653  -2.833
H  3.904  -4.181  -2.652
H  6.291  -3.342  -0.982
H  5.186  -4.629  -0.501
H  5.518  -3.297  0.606
H  5.442  -1.061  -1.517
H  4.696  -0.956  0.084
H  3.724  -0.672  -1.353
H  2.996  -5.177  -0.865
H  0.636  -5.203  0.478
H  -0.754  -3.840  1.822
H  1.110  -3.863  3.414
H  1.816  -2.382  5.552
H  2.836  -0.313  6.038
H  1.624  -0.975  7.155
H  2.022  0.737  7.194
H  1.963  1.384  4.133
H  1.448  2.268  5.579
H  0.280  1.920  4.309
H  -0.868  -0.678  6.588
H  -1.311  0.692  5.550
H  -0.489  0.980  7.084
H  -2.911  -2.505  1.826
H  -4.378  -1.940  -0.363
H  -1.015  -1.117  -3.777
H  -1.516  0.252  -2.767
H  -2.387  -0.094  -4.257
H  -2.053  -3.264  -3.410
H  -3.397  -2.642  -4.381
H  -3.707  -3.441  -2.827
H  -5.651  -0.705  -1.468
H  -5.434  -2.157  -2.503
H  -5.953  -0.616  -3.222
O  -2.936  0.079  2.612
As  -1.990  1.557  2.462
O  -1.950  2.122  3.987
O  0.383  2.203  0.803
C  -2.996  2.931  1.482
C  -3.187  4.114  2.183
C  -3.854  5.168  1.583
C  -4.331  5.040  0.286
C  -4.140  3.852  -0.403
C  -3.464  2.806  0.196
S  -3.355  1.176  -0.642
O  -4.450  0.484  0.060
O  -4.015  -0.616  -2.699
O  -1.990  0.755  -0.052
H  -2.282  -0.586  2.859
H  -2.821  4.172  3.203
H  -3.996  6.093  2.128
H  -4.845  5.867  -0.186
H  -4.510  3.733  -1.411
C  1.253  1.698  -4.254
C  0.385  2.207  -3.093
O  -0.336  3.181  -3.238
O  0.475  1.501  -2.028
H  1.926  2.487  -4.580
H  0.599  1.439  -5.083
H  1.818  0.825  -3.939

Output
Charge = -1
Multiplicity = 5
Strongest force on any atom = 2.272 eV/A
Relative energy (zero: lowest compared OMol25 entry of this formula, charge and spin) = 4.436 eV


Record 4
ORCA calculation (ωB97M-V with the def2-TZVPD basis set) on a molecular structure, C29H43BCl2F5InNO6S.

Positions of all 89 atoms, in Å:
C  7.149  -1.972  -1.028
C  7.070  -0.452  -0.977
Cl  8.510  0.138  -1.973
C  5.781  0.152  -1.515
Cl  5.690  0.034  -3.308
In  3.921  -0.632  -0.551
C  2.363  0.912  -0.242
C  1.534  1.171  -1.510
O  0.145  0.901  -1.338
C  -0.675  2.032  -1.221
C  -1.722  2.059  -2.349
O  -2.996  2.508  -1.908
C  -3.703  1.630  -1.134
C  -4.644  2.188  -0.266
C  -5.407  1.395  0.583
C  -5.270  -0.001  0.606
C  -6.112  -0.834  1.580
C  -6.208  -0.032  2.912
C  -5.382  -2.130  1.983
C  -7.570  -1.063  1.123
C  -7.854  -1.533  -0.315
C  -6.997  -2.710  -0.806
C  -9.313  -2.049  -0.305
C  -7.802  -0.414  -1.360
C  -4.335  -0.537  -0.273
C  -3.569  0.248  -1.140
C  2.975  -2.363  -1.589
B  3.967  -3.382  -2.191
O  4.064  -4.640  -1.600
O  4.799  -3.113  -3.274
S  4.488  -1.539  1.805
O  5.190  -2.819  1.759
O  3.248  -1.656  2.560
C  5.562  -0.371  2.862
F  6.084  0.648  2.141
F  4.744  0.194  3.780
C  6.660  -1.059  3.687
F  7.582  -1.607  2.903
F  7.254  -0.187  4.509
F  6.132  -2.016  4.438
H  7.346  -2.329  -2.035
H  8.000  -2.284  -0.421
H  6.265  -2.443  -0.596
H  7.298  -0.107  0.027
H  5.825  1.219  -1.305
H  1.735  0.569  0.579
H  2.874  1.831  0.055
H  1.873  0.477  -2.284
H  1.736  2.171  -1.900
H  -0.125  2.974  -1.241
H  -1.222  2.010  -0.272
H  -1.741  1.112  -2.885
H  -1.395  2.802  -3.076
H  -4.734  3.267  -0.260
H  -6.095  1.920  1.230
H  -6.889  0.812  2.827
H  -6.540  -0.705  3.701
H  -5.225  0.381  3.136
H  -6.134  -2.779  2.441
H  -4.622  -1.937  2.735
H  -4.999  -2.682  1.132
H  -8.086  -0.104  1.233
H  -8.045  -1.751  1.827
H  -6.824  -3.429  -0.009
H  -7.552  -3.208  -1.603
H  -6.057  -2.387  -1.248
H  -9.945  -1.378  0.281
H  -9.330  -2.999  0.236
H  -9.709  -2.165  -1.311
H  -6.789  -0.085  -1.585
H  -8.427  0.443  -1.108
H  -8.179  -0.832  -2.297
H  -4.172  -1.604  -0.316
H  -2.875  -0.243  -1.806
H  2.418  -2.892  -0.811
H  2.237  -1.998  -2.304
H  4.684  -5.184  -2.094
H  5.646  -3.556  -3.188
N  5.980  3.528  -0.517
C  5.934  4.843  -0.722
C  5.675  5.768  0.277
C  5.448  5.301  1.562
C  5.491  3.936  1.793
C  5.762  3.094  0.724
H  6.115  5.163  -1.743
H  5.651  6.826  0.053
H  5.240  5.990  2.371
H  5.319  3.528  2.780
H  5.805  2.018  0.874

Output
Charge = -1
Calculated total energy = -99866.742 eV
Strongest force on any atom = 1.625 eV/A


Record 5
ORCA calculation (ωB97M-V with the def2-TZVPD basis set) on a molecular structure, C29H43Br3N2O16.

Positions of all 93 atoms, in Å:
C  2.616  9.977  13.868
C  1.988  10.800  14.800
C  2.600  11.903  15.240
C  3.857  12.305  14.712
C  4.402  11.586  13.709
C  3.793  10.396  13.275
N  4.604  13.380  15.371
O  5.618  13.732  14.759
O  4.140  13.911  16.396
H  2.185  9.033  13.569
H  1.054  10.414  15.180
H  2.116  12.416  16.058
H  5.220  11.947  13.103
H  4.279  9.840  12.486
C  6.748  11.611  20.055
C  6.753  12.298  18.857
C  6.822  11.604  17.650
C  6.922  10.245  17.656
C  7.033  9.526  18.856
C  6.919  10.252  20.080
N  7.054  9.542  16.340
O  6.781  10.110  15.311
O  7.551  8.464  16.398
H  6.711  12.103  21.016
H  6.575  13.363  18.879
H  6.796  12.117  16.700
H  7.283  8.480  18.960
H  7.045  9.705  21.003
C  10.673  7.766  17.162
C  12.093  7.834  17.701
O  12.813  8.734  16.834
C  14.119  9.051  16.956
O  14.919  8.699  17.855
O  14.472  9.642  15.842
C  15.671  10.371  15.659
H  9.997  7.182  17.788
H  10.717  7.271  16.192
H  10.309  8.793  17.124
H  12.743  6.959  17.752
H  12.106  8.177  18.736
H  15.390  11.405  15.457
H  16.073  9.933  14.746
H  16.271  10.262  16.563
C  3.312  9.759  18.949
C  3.081  9.555  20.520
O  3.698  8.362  20.883
C  4.542  8.300  21.909
O  4.836  9.262  22.622
O  5.073  7.119  21.895
C  6.335  6.888  22.405
H  3.154  10.809  18.702
H  2.682  9.099  18.353
H  4.314  9.448  18.651
H  2.056  9.484  20.884
H  3.452  10.431  21.051
H  6.263  6.060  23.111
H  6.779  7.755  22.894
H  7.039  6.818  21.577
C  7.130  15.842  24.927
C  6.039  14.929  24.475
O  6.597  13.800  23.920
C  6.611  12.591  24.503
O  6.403  12.325  25.668
O  7.004  11.660  23.554
C  7.156  10.330  23.929
H  6.614  16.749  25.240
H  7.811  16.032  24.097
H  7.496  15.493  25.893
H  5.436  15.310  23.651
H  5.332  14.723  25.279
H  7.404  9.682  23.089
H  6.347  9.959  24.558
H  8.065  10.182  24.513
C  8.164  6.604  8.816
C  8.112  7.823  9.693
O  7.991  7.372  11.042
C  6.796  7.508  11.711
O  5.655  7.688  11.210
O  7.017  7.323  13.053
C  8.238  6.928  13.667
H  8.938  5.909  9.143
H  8.260  6.988  7.801
H  7.233  6.041  8.750
H  7.295  8.478  9.389
H  9.076  8.329  9.755
H  8.216  5.856  13.471
H  8.217  7.033  14.752
H  9.164  7.359  13.285
C  9.639  16.071  17.218
Br  9.523  16.503  19.117
Br  8.317  14.606  16.781
Br  11.494  15.664  16.708
H  9.303  16.966  16.694

Output
Charge = +1
Calculated total energy = -276620.426 eV
Multiplicity = 2
Strongest force on any atom = 4.737 eV/A